{"formula": "C2HBr4F", "method": "ωB97M-V with the def2-TZVPD basis set", "symbols": ["C", "C", "F", "Br", "Br", "Br", "Br", "H"], "coordinates": [[0.309, -0.307, -0.562], [0.882, -1.494, -0.399], [0.557, 0.450, -1.628], [4.380, 1.037, -0.709], [2.114, -2.244, -1.608], [0.494, -2.512, 1.141], [4.804, 0.160, 1.360], [-0.393, 0.132, 0.138]], "lowdin_charge": [-0.316, -1.193, 0.005, 0.010, 0.688, 0.679, 0.012, 0.115], "total_charge": 0, "relative_energy_kj_mol": 23.38, "energy_ev": -284976.2353, "homo_ev": -9.53, "orbital_gap_ha": 0.2961}